Entry 1:
{
  "formula": "C22H32FSi",
  "method": "wB97M-V/def2-TZVPD",
  "charge": 1,
  "largest_force_ev_per_a": 1.860,
  "e_tot_ha": -1246.57601,
  "spin_multiplicity": 1,
  "symbols": ["C", "C", "C", "Si", "C", "C", "C", "C", "C", "C", "H", "H", "H", "H", "H", "H", "H", "H", "H", "H", "H", "H", "H", "H", "H", "H", "H", "H", "H", "H", "H", "H", "F", "C", "C", "C", "C", "C", "C", "C", "C", "C", "C", "C", "C", "C", "H", "H", "H", "H", "H", "H", "H", "H", "H", "H"],
  "coordinates": [[1.779, -0.990, 13.648], [2.099, -0.122, 12.426], [1.184, 1.106, 12.332], [2.124, -1.072, 10.793], [3.842, -1.009, 10.004], [4.922, -0.363, 10.878], [3.781, -0.363, 8.616], [1.498, -2.843, 11.011], [2.544, -3.906, 10.669], [0.180, -3.082, 10.263], [1.170, -0.374, 9.845], [1.897, -0.394, 14.563], [0.751, -1.372, 13.626], [2.463, -1.844, 13.724], [3.133, 0.240, 12.542], [1.290, 1.723, 13.237], [1.445, 1.733, 11.469], [0.127, 0.818, 12.241], [4.112, -2.068, 9.864], [5.900, -0.471, 10.391], [4.741, 0.709, 11.028], [4.986, -0.845, 11.860], [4.763, -0.410, 8.120], [3.059, -0.875, 7.966], [3.483, 0.694, 8.673], [1.278, -2.918, 12.088], [2.158, -4.899, 10.934], [2.787, -3.915, 9.598], [3.471, -3.751, 11.232], [-0.238, -4.066, 10.526], [-0.572, -2.323, 10.515], [0.320, -3.057, 9.174], [-2.951, -4.187, 7.193], [-2.325, -2.973, 7.309], [-2.924, -2.000, 8.106], [-2.222, -0.831, 8.329], [-0.918, -0.622, 7.790], [-0.243, 0.573, 8.167], [0.673, 1.371, 7.441], [0.908, 2.690, 7.943], [1.976, 3.445, 7.495], [2.867, 2.911, 6.552], [2.581, 1.674, 5.957], [1.441, 0.955, 6.313], [-0.352, -1.656, 6.997], [-1.080, -2.806, 6.704], [-3.903, -2.163, 8.549], [-2.664, -0.035, 8.930], [-0.614, 1.036, 9.084], [0.231, 3.076, 8.710], [2.122, 4.455, 7.881], [3.744, 3.484, 6.246], [3.260, 1.280, 5.198], [1.144, 0.075, 5.743], [0.670, -1.547, 6.636], [-0.681, -3.574, 6.044]],
  "atomic_forces_ev_per_a": [[0.06, 0.18, 0.15], [0.07, 0.13, -0.10], [0.08, 0.12, 0.24], [0.01, -0.01, 0.12], [-0.04, -0.20, -0.17], [0.14, -0.10, -0.14], [0.21, 0.00, -0.14], [-0.15, 0.09, 0.08], [-0.12, -0.21, 0.15], [-0.12, -0.18, 0.06], [0.09, -0.04, 0.06], [-0.08, -0.15, -0.11], [0.18, 0.06, 0.01], [-0.15, 0.10, 0.03], [-0.30, -0.01, 0.06], [-0.14, -0.09, -0.22], [-0.08, -0.07, 0.13], [0.19, 0.04, 0.01], [0.06, 0.30, -0.02], [-0.12, 0.08, 0.12], [0.02, -0.18, 0.00], [0.03, 0.13, -0.12], [-0.23, 0.06, 0.08], [0.09, 0.08, 0.07], [0.04, -0.17, 0.02], [0.05, -0.10, -0.28], [0.13, 0.10, -0.10], [-0.02, 0.01, 0.17], [-0.10, -0.09, -0.13], [0.07, 0.22, -0.13], [0.09, -0.12, -0.02], [0.04, -0.04, 0.22], [0.76, 1.70, -0.09], [-0.48, -1.25, 0.18], [0.09, 0.21, -0.12], [0.35, 0.07, 0.15], [0.03, -0.86, 0.32], [-0.73, 0.48, -0.88], [0.53, 0.47, 0.00], [0.26, -0.47, 0.29], [-0.06, 0.23, -0.08], [-0.55, -0.18, 0.18], [-0.24, -0.19, -0.19], [0.28, 0.12, 0.20], [-0.47, 0.10, -0.36], [0.33, 0.34, 0.06], [0.22, -0.05, -0.15], [0.08, -0.29, -0.06], [-0.07, 0.02, -0.26], [0.36, -0.11, -0.15], [0.02, -0.33, -0.08], [-0.23, -0.22, 0.10], [-0.37, 0.16, 0.13], [0.33, 0.25, 0.25], [-0.36, -0.25, 0.13], [-0.07, 0.07, 0.34]],
  "mulliken_charge": [-1.79, 0.90, -1.52, -1.27, 0.97, -1.88, -1.42, 1.01, -1.82, -1.50, 0.09, 0.46, 0.36, 0.41, 0.40, 0.44, 0.30, 0.31, 0.50, 0.47, 0.35, 0.44, 0.52, 0.20, 0.23, 0.49, 0.46, 0.34, 0.44, 0.52, 0.34, 0.19, -0.29, 0.51, -0.72, -0.48, 1.16, -0.99, 1.39, -0.53, -0.66, -0.32, -0.76, -0.32, -0.13, -0.74, 0.46, 0.42, 0.20, 0.44, 0.41, 0.43, 0.43, 0.64, 0.10, 0.44]
}

=====

Entry 2:
{
  "formula": "C25H72AsF6O11",
  "method": "wB97M-V/def2-TZVPD",
  "e_above_lowest_kj_mol": 176.7,
  "charge": -1,
  "largest_force_ev_per_a": 3.415,
  "spin_multiplicity": 1,
  "symbols": ["As", "F", "F", "F", "F", "F", "F", "C", "C", "C", "O", "H", "H", "H", "H", "H", "H", "H", "H", "C", "C", "C", "O", "H", "H", "H", "H", "H", "H", "H", "H", "C", "C", "C", "O", "H", "H", "H", "H", "H", "H", "H", "H", "C", "C", "C", "O", "H", "H", "H", "H", "H", "H", "H", "H", "C", "C", "C", "O", "H", "H", "H", "H", "H", "H", "H", "H", "C", "C", "C", "O", "H", "H", "H", "H", "H", "H", "H", "H", "C", "C", "C", "O", "H", "H", "H", "H", "H", "H", "H", "H", "C", "O", "H", "H", "H", "H", "C", "O", "H", "H", "H", "H", "C", "O", "H", "H", "H", "H", "C", "O", "H", "H", "H", "H"],
  "coordinates": [[-0.165, -0.773, -0.397], [1.629, -1.072, -0.147], [-0.442, -2.554, -0.652], [-1.927, -0.506, -0.703], [0.178, 1.022, -0.327], [0.092, -0.630, -2.168], [-0.425, -0.929, 1.395], [-1.324, 2.169, 2.865], [-1.467, 3.254, 3.918], [-2.604, 3.115, 4.896], [-0.270, 3.345, 4.621], [-2.273, 2.001, 2.355], [-1.047, 1.216, 3.314], [-0.575, 2.374, 2.100], [-1.614, 4.162, 3.334], [-2.393, 2.260, 5.538], [-3.466, 2.906, 4.262], [-2.685, 3.974, 5.562], [-0.180, 2.492, 5.051], [-0.667, 4.229, -3.281], [0.839, 4.242, -3.262], [1.357, 3.354, -2.132], [1.229, 3.720, -4.519], [-1.031, 3.206, -3.378], [-1.046, 4.799, -4.130], [-1.060, 4.688, -2.374], [1.178, 5.277, -3.210], [0.850, 2.391, -2.080], [1.198, 3.848, -1.174], [2.426, 3.247, -2.312], [0.933, 2.807, -4.497], [3.158, -1.139, 4.201], [1.680, -1.547, 4.091], [1.547, -2.871, 3.337], [1.200, -1.766, 5.414], [3.498, -0.775, 3.232], [3.793, -1.974, 4.497], [3.293, -0.292, 4.874], [1.081, -0.734, 3.679], [2.101, -3.614, 3.911], [1.882, -2.998, 2.307], [0.563, -3.324, 3.456], [1.867, -2.287, 5.866], [2.179, 2.083, 2.260], [3.590, 1.789, 1.677], [3.572, 2.371, 0.301], [4.441, 2.489, 2.556], [2.045, 1.693, 3.269], [1.397, 1.623, 1.657], [1.826, 3.113, 2.215], [3.893, 0.742, 1.649], [3.248, 3.403, 0.166], [2.889, 1.818, -0.344], [4.563, 2.384, -0.151], [4.137, 3.394, 2.652], [3.575, -2.289, -2.983], [4.275, -2.676, -1.561], [5.124, -1.513, -1.104], [3.373, -2.876, -0.528], [2.844, -3.066, -3.205], [4.347, -2.260, -3.752], [3.053, -1.332, -3.000], [4.870, -3.587, -1.607], [5.725, -1.768, -0.231], [4.565, -0.607, -0.870], [5.786, -1.184, -1.905], [2.803, -2.105, -0.472], [-2.239, -5.952, -0.401], [-2.684, -5.008, 0.721], [-1.588, -4.887, 1.810], [-2.870, -3.714, 0.172], [-1.852, -6.899, -0.025], [-1.419, -5.453, -0.918], [-3.061, -6.227, -1.061], [-3.649, -5.339, 1.104], [-0.813, -4.177, 1.521], [-1.018, -5.798, 1.992], [-2.068, -4.533, 2.722], [-1.976, -3.388, 0.048], [-0.480, -0.761, -5.530], [0.774, 0.076, -5.174], [1.473, 0.844, -6.329], [0.414, 1.046, -4.186], [-0.783, -1.294, -4.629], [-0.334, -1.444, -6.367], [-1.334, -0.111, -5.721], [1.568, -0.475, -4.669], [0.848, 1.615, -6.779], [1.705, 0.127, -7.116], [2.385, 1.294, -5.937], [0.187, 0.520, -3.416], [-2.812, 3.062, -0.285], [-3.884, 3.703, -0.981], [-1.900, 3.085, -0.881], [-2.571, 3.620, 0.620], [-2.970, 1.995, -0.129], [-3.776, 4.651, -0.871], [-5.216, -1.059, -0.204], [-5.072, -2.000, 0.773], [-5.352, -1.489, -1.196], [-6.073, -0.390, -0.124], [-4.274, -0.511, -0.231], [-4.333, -2.571, 0.552], [-3.235, 0.790, -3.546], [-4.123, 1.841, -3.141], [-3.561, 0.358, -4.492], [-2.217, 1.168, -3.648], [-3.368, -0.005, -2.812], [-3.771, 2.288, -2.368], [-2.294, -1.619, 4.398], [-1.390, -2.547, 4.945], [-2.205, -1.662, 3.312], [-3.319, -1.865, 4.674], [-2.015, -0.649, 4.809], [-0.491, -2.210, 4.968]],
  "atomic_forces_ev_per_a": [[-0.41, 0.19, 0.09], [-2.44, 0.84, -0.12], [0.56, 1.90, 0.52], [2.13, -0.12, 0.70], [-0.65, -2.29, 0.33], [0.04, -0.49, 1.40], [0.36, 0.32, -2.42], [-0.73, -0.66, 0.01], [-0.01, 0.15, -0.98], [0.07, -0.67, -0.55], [1.16, 0.61, 0.52], [-0.06, -0.06, -0.07], [0.02, -0.17, 0.15], [-0.03, 0.31, 0.20], [0.23, 0.50, 0.29], [-0.23, -0.29, -0.01], [-0.56, 0.18, 0.63], [-0.24, 0.13, -0.36], [0.33, -0.11, 0.19], [-0.57, 0.60, 0.28], [-0.93, -0.91, -0.29], [0.30, 0.96, -0.14], [0.89, 0.60, -0.28], [-0.06, -0.02, 0.11], [0.02, 0.01, -0.04], [-0.24, -0.09, 0.15], [0.37, -0.06, 0.12], [0.16, 0.10, -0.24], [0.08, 0.01, 0.15], [0.05, -0.32, 0.28], [-0.07, -0.60, -0.13], [-0.49, 0.66, -0.78], [1.32, -0.52, -0.24], [-0.27, -0.98, 0.47], [-0.38, 0.35, 0.34], [0.15, -0.21, -0.11], [-0.07, -0.07, 0.09], [-0.09, -0.11, 0.22], [-0.03, -0.09, -0.12], [0.67, 0.02, 0.13], [-0.03, 0.69, -0.04], [-0.45, 0.59, -0.42], [-0.05, -0.17, 0.16], [-0.87, -1.80, -0.52], [-2.35, 2.34, 0.83], [0.70, -0.01, -1.61], [1.82, -0.26, 0.35], [0.18, 0.16, 0.11], [0.08, -0.53, -0.11], [0.88, 0.42, 0.20], [-0.17, 0.08, 0.24], [-0.23, 0.18, 0.84], [0.12, -0.29, -0.02], [0.18, -0.39, -0.10], [-0.20, -0.03, -0.14], [0.81, -1.25, 1.52], [-0.65, 1.96, -1.04], [1.22, 0.51, -0.66], [-0.72, -1.35, 0.26], [0.03, -0.02, -0.18], [-0.02, -0.09, -0.09], [0.12, 0.09, 0.51], [-0.02, 0.00, -0.52], [-0.02, -0.06, 0.02], [-0.51, -0.21, 0.10], [0.40, -0.08, -0.06], [-0.20, -0.03, 0.08], [0.01, -0.20, 0.36], [1.15, -0.49, -0.22], [-0.59, -0.20, 0.04], [-0.67, -0.03, 0.10], [0.06, -0.01, 0.27], [-0.09, -0.11, -0.37], [0.07, 0.41, -0.25], [0.08, 0.11, 0.29], [-0.19, 0.29, -0.19], [-0.42, -0.30, 0.14], [0.36, 0.02, 0.17], [0.13, 0.61, -0.34], [0.57, 0.46, 0.50], [0.12, 0.90, -0.50], [-0.67, -0.81, 0.42], [-0.27, 0.24, -0.59], [0.14, -0.40, -0.06], [0.07, -0.04, 0.10], [0.21, 0.27, -0.37], [-0.11, -0.88, -0.39], [-0.14, 0.06, 0.21], [0.24, 0.01, -0.04], [-0.02, 0.04, -0.15], [-0.11, 0.20, 0.54], [0.89, 0.54, -0.32], [-0.08, -0.46, 0.26], [0.18, 0.12, -0.24], [-0.19, -0.42, 0.33], [-0.66, 0.20, 0.29], [0.02, -0.04, -0.14], [0.84, 0.91, -1.67], [-1.17, -1.06, 1.67], [0.07, -0.32, -0.33], [0.03, -0.04, 0.82], [-0.19, 0.75, -0.38], [0.45, -0.24, -0.09], [-0.84, 0.24, 0.73], [-0.06, -0.22, -0.91], [-0.12, 0.41, -0.17], [0.13, -0.33, 0.10], [0.77, -0.23, 0.05], [-0.04, 0.13, -0.01], [0.73, 0.00, -0.10], [-0.61, -1.23, 0.45], [-0.23, 0.49, -0.18], [0.11, -0.09, 0.14], [-0.44, 0.46, -0.34], [0.10, 0.23, 0.20]],
  "mulliken_charge": [2.20, -0.49, -0.70, -0.47, -0.36, -0.86, -0.44, -0.05, 0.21, -1.38, -0.55, 0.33, -0.02, -0.24, 0.30, 0.28, 0.36, 0.34, 0.39, -0.65, -0.12, -0.58, -0.69, -0.29, 0.37, 0.34, 0.48, -0.24, 0.45, 0.38, 0.36, -1.35, 1.39, -0.96, -0.62, 0.03, 0.50, 0.41, -0.46, 0.47, 0.22, 0.16, 0.34, -0.62, 0.80, -1.47, -0.65, 0.24, -0.31, 0.57, 0.05, 0.46, 0.03, 0.43, 0.39, -0.99, 0.30, -1.07, -0.57, 0.34, 0.50, -0.04, 0.30, 0.33, 0.03, 0.43, 0.38, -1.39, 0.59, -1.00, -0.48, 0.41, 0.24, 0.34, 0.42, 0.08, 0.47, 0.19, 0.11, -1.22, 1.33, -1.73, 0.00, 0.29, 0.42, 0.23, -0.31, 0.34, 0.47, 0.37, 0.15, -0.23, -0.62, 0.12, 0.34, 0.06, 0.31, -0.44, -0.56, 0.25, 0.36, -0.01, 0.51, 0.20, -0.61, 0.36, -0.26, 0.00, 0.30, -0.32, -0.64, 0.06, 0.33, 0.16, 0.32]
}

=====

Entry 3:
{
  "formula": "CH6N4S",
  "method": "wB97M-V/def2-TZVPD",
  "e_above_lowest_kj_mol": 533.4,
  "charge": 0,
  "largest_force_ev_per_a": 5.601,
  "spin_multiplicity": 1,
  "symbols": ["C", "H", "H", "H", "H", "H", "H", "N", "N", "N", "N", "S"],
  "coordinates": [[-1.146, 0.068, -0.158], [1.605, -0.882, -0.152], [0.952, -1.877, 1.294], [-0.909, -1.919, -0.665], [-1.147, 1.913, 0.069], [1.312, 0.575, -1.045], [1.415, 1.911, 1.102], [0.854, -1.515, 0.141], [-0.412, -1.085, -0.414], [-0.509, 1.191, 0.064], [0.823, 1.627, -0.249], [-2.839, -0.005, 0.012]],
  "atomic_forces_ev_per_a": [[-0.77, -2.90, 0.83], [-0.47, -0.63, 0.87], [-0.91, 2.07, -4.37], [-0.65, 0.30, -0.02], [-1.30, 2.27, 0.27], [-1.52, 4.09, 3.52], [-1.37, -1.75, -4.55], [0.20, -0.68, 2.66], [1.42, -0.32, 0.72], [2.56, 0.09, -0.32], [1.78, -2.62, 0.93], [1.01, 0.07, -0.54]],
  "mulliken_charge": [0.36, 0.16, 0.25, 0.24, 0.19, 0.29, 0.26, -0.58, -0.15, 0.08, -0.70, -0.41]
}